P) {"formula": "H30O19S", "method": "wB97M-V/def2-TZVPD", "elements": ["S", "O", "O", "O", "O", "O", "H", "H", "O", "H", "H", "O", "H", "H", "O", "H", "H", "O", "H", "H", "O", "H", "H", "O", "H", "H", "O", "H", "H", "O", "H", "H", "O", "H", "H", "O", "H", "H", "O", "H", "H", "O", "H", "H", "O", "H", "H", "O", "H", "H"], "positions_angstrom": [[-10.49532, 64.27017, -4.89971], [-9.48445, 63.29750, -4.50604], [-11.69006, 63.51950, -5.22557], [-10.74049, 65.23419, -3.85431], [-10.03811, 64.86271, -6.07783], [-9.68709, 61.27277, -3.04549], [-10.35892, 61.57415, -2.68161], [-9.56850, 62.02338, -3.57836], [-8.04460, 67.59665, -4.22192], [-8.96305, 67.31960, -4.00226], [-7.99995, 68.67282, -4.48569], [-13.18529, 61.53302, -4.49709], [-13.37861, 60.85395, -4.98188], [-12.43424, 62.17298, -4.94638], [-10.57546, 67.40822, -4.03210], [-10.76480, 66.50856, -3.86506], [-10.86620, 67.44061, -5.04895], [-11.34238, 64.40337, -0.50832], [-12.06529, 64.63023, -1.05219], [-10.73434, 64.85135, -1.16858], [-12.29414, 62.37456, -7.42902], [-11.72695, 62.60881, -6.63162], [-12.37248, 61.41300, -7.18246], [-9.64360, 63.14860, -7.95227], [-10.50576, 62.82221, -8.01984], [-9.95562, 63.77618, -7.22051], [-10.33617, 66.50866, -7.33881], [-10.18878, 65.70755, -6.68835], [-11.04673, 66.16623, -7.96477], [-12.35847, 61.78026, -2.01769], [-12.72503, 62.08271, -2.83708], [-11.90658, 62.48480, -1.52599], [-8.12337, 61.67612, -6.05639], [-8.66947, 62.14727, -5.35201], [-8.49288, 62.36564, -6.72622], [-7.22322, 64.37047, -4.08779], [-7.27321, 64.96718, -4.79137], [-8.10921, 64.00257, -4.05933], [-12.64585, 65.99942, -2.30428], [-13.62719, 65.77359, -2.87824], [-11.93515, 65.86596, -2.91616], [-7.79721, 65.44943, -5.87188], [-8.65989, 65.20872, -5.76355], [-7.60678, 66.29306, -5.24521], [-13.84848, 64.84788, -5.90649], [-14.31875, 64.74222, -6.79276], [-13.00110, 64.41696, -5.71894], [-9.40253, 65.61214, -1.80300], [-9.89225, 65.44675, -2.54478], [-8.48660, 65.53626, -2.16479]], "charge": -2, "e_lumo_ha": 0.1716, "multiplicity": 1, "orbital_gap_ev": 8.4}



Q) {"formula": "H30O19S", "method": "wB97M-V/def2-TZVPD", "elements": ["S", "O", "O", "O", "O", "O", "H", "H", "O", "H", "H", "O", "H", "H", "O", "H", "H", "O", "H", "H", "O", "H", "H", "O", "H", "H", "O", "H", "H", "O", "H", "H", "O", "H", "H", "O", "H", "H", "O", "H", "H", "O", "H", "H", "O", "H", "H", "O", "H", "H"], "positions_angstrom": [[0.04094, -0.07974, -0.06850], [-0.21306, -0.87974, -1.20050], [-0.72306, -0.61874, 1.00250], [1.42694, -0.09374, 0.34250], [-0.39806, 1.27326, -0.31850], [-2.39706, 2.21526, -1.57650], [-1.57806, 1.83226, -1.36750], [-2.75806, 2.46326, -0.75750], [3.60194, -0.86574, -0.95650], [2.77794, -0.57774, -0.29150], [3.25994, -0.64574, -1.96050], [0.12294, -0.77074, 3.58150], [1.01494, -0.56374, 3.19550], [-0.06506, -0.91274, 2.76750], [1.62194, -3.02274, -1.20150], [0.72694, -2.51874, -1.45950], [2.39694, -2.34274, -1.00650], [-2.90906, 2.90026, 0.82950], [-3.83706, 2.58526, 0.69950], [-2.44006, 2.21726, 1.32850], [-2.36806, -2.26174, -1.71150], [-1.60106, -1.69974, -1.69950], [-2.91406, -1.74874, -1.03650], [-2.08006, 0.61026, 2.10250], [-2.44606, -0.16574, 2.60650], [-1.22506, 0.09026, 1.88450], [2.50294, -3.08174, 1.42250], [1.85094, -3.12074, 0.63950], [2.51094, -2.11174, 1.66650], [-0.12806, 3.27726, 1.49950], [-0.61806, 2.98826, 2.39550], [-0.36506, 2.48726, 0.97350], [0.36694, -1.13274, -3.71450], [0.13694, -0.97974, -2.66750], [-0.12306, -0.40174, -4.24050], [-1.92806, -2.52274, 2.10250], [-1.38506, -1.89474, 1.59250], [-2.64206, -2.74374, 1.42950], [0.77694, 3.32026, -1.44650], [0.36994, 2.70826, -0.69950], [1.59594, 2.78826, -1.27450], [-2.35006, -0.16974, -3.28050], [-2.38106, -0.93474, -2.67150], [-2.13606, 0.67326, -2.73950], [3.07694, 2.04526, -0.11850], [2.47794, 1.33326, 0.07250], [3.38194, 2.05126, -1.08750], [2.54394, -0.31074, 2.49750], [3.52694, -0.34574, 2.08450], [1.89894, -0.34074, 1.83650]], "charge": -2, "e_lumo_ha": 0.1818, "multiplicity": 1, "orbital_gap_ev": 9.6}



Q) is preferred energetically. Next in line: 94.4 kcal/mol higher.



P) {"formula": "C4H6N2O3S", "method": "wB97M-V/def2-TZVPD", "elements": ["C", "C", "C", "C", "N", "N", "O", "O", "O", "S", "H", "H", "H", "H", "H", "H"], "positions_angstrom": [[2.24923, -2.01726, -0.09942], [-0.54430, 0.74269, -0.51962], [0.43101, 1.38549, -0.83123], [-2.32005, -0.24588, 1.37013], [2.87772, -1.07423, 0.10886], [1.47113, 2.14283, -1.13944], [-2.83657, -0.25088, -1.25271], [-1.05163, -1.75160, -0.42381], [3.59366, -0.17045, 0.38081], [-1.74936, -0.49140, -0.34609], [1.49018, -2.66645, -0.40672], [-1.78151, 0.59562, 1.78954], [-3.38633, -0.05573, 1.35444], [-2.10092, -1.14935, 1.92412], [2.35434, 1.86990, -0.73016], [1.30338, 3.13669, -1.17871]], "smiles": "CS(=O)(=O)C#CN.C#[N+][O-]", "e_lumo_ha": 0.0216, "multiplicity": 1, "orbital_gap_ev": 10.2}



Q) {"formula": "C4H6N2O3S", "method": "wB97M-V/def2-TZVPD", "elements": ["C", "C", "C", "C", "N", "N", "O", "O", "O", "S", "H", "H", "H", "H", "H", "H"], "positions_angstrom": [[-0.95686, 0.71441, -0.11620], [-1.77091, 0.05266, -1.03294], [-0.27383, -1.40376, -0.43746], [0.56686, -2.55610, -0.27774], [-0.04265, -0.23906, 0.29150], [-1.37231, -1.24079, -1.17081], [0.42142, 3.05211, 2.26267], [1.99889, 1.84587, 0.80478], [0.68562, 3.78322, -0.05635], [0.99832, 2.85752, 0.98096], [-1.07004, 1.71704, 0.44931], [-2.40446, 0.41535, -1.73523], [0.16764, -3.48829, -0.82969], [1.56476, -2.56044, -0.71670], [0.79321, -3.00764, 0.68373], [0.69436, 0.05791, 0.90015]], "smiles": "Cc1ncc[nH]1.O=S(=O)=O", "e_lumo_ha": -0.0429, "multiplicity": 1, "orbital_gap_ev": 7.6}



R) {"formula": "C4H6N2O3S", "method": "wB97M-V/def2-TZVPD", "elements": ["C", "C", "C", "C", "N", "N", "O", "O", "O", "S", "H", "H", "H", "H", "H", "H"], "positions_angstrom": [[-1.67460, -1.19917, 0.89010], [-1.85242, -1.63070, -0.38107], [-0.21999, -0.24833, -0.35088], [1.00996, 0.30262, -0.90822], [-0.57284, -0.28328, 0.88985], [1.33636, 1.72126, -0.61930], [2.36439, -0.08048, 1.34851], [2.24621, -2.04990, -0.17238], [-0.91742, -1.06464, -1.14770], [2.53241, -0.65287, -0.21688], [-2.18185, -1.43470, 1.81225], [-2.57892, -2.44543, -0.72877], [0.85514, 0.14903, -2.28363], [1.13858, 1.79223, 0.36081], [0.83973, 2.43595, -1.10045], [1.81955, -0.55354, 1.94030]], "e_lumo_ha": 0.0266, "multiplicity": 1, "orbital_gap_ev": 10.0}



Q) is preferred energetically. Next in line: 13.0 kcal/mol higher.



P) {"formula": "C5H11P", "method": "wB97M-V/def2-TZVPD", "elements": ["C", "C", "C", "C", "C", "P", "H", "H", "H", "H", "H", "H", "H", "H", "H", "H", "H"], "positions_angstrom": [[0.65751, 1.61486, 1.31208], [1.09670, 0.82450, 0.34384], [-3.43683, 0.58917, 0.57661], [2.53285, -1.39306, -0.86755], [-2.70495, 0.81454, -0.48243], [1.06748, -1.02551, 0.32376], [0.27779, 1.05688, 2.20256], [0.53051, 2.69390, 1.38123], [1.42766, 1.29168, -0.64035], [-4.46960, 1.01219, 0.71385], [-2.97599, 0.10189, 1.50402], [1.72953, -1.34277, 1.52468], [3.38964, -1.80899, -0.36170], [2.81993, -0.57380, -1.56819], [2.09574, -2.13701, -1.65889], [-1.61922, 0.63284, -0.48508], [-3.03055, 1.45225, -1.33851]], "smiles": "C=CPC.C=C", "e_lumo_ha": 0.0417, "multiplicity": 1, "orbital_gap_ev": 9.8}



Q) {"formula": "C5H11P", "method": "wB97M-V/def2-TZVPD", "elements": ["C", "C", "C", "C", "C", "P", "H", "H", "H", "H", "H", "H", "H", "H", "H", "H", "H"], "positions_angstrom": [[2.29169, 0.60828, -0.70706], [-1.37174, 1.51346, 0.58165], [1.32598, 0.77377, 0.17701], [-0.92927, -0.48007, -1.40466], [-0.14071, -1.53846, 1.25821], [-0.36699, 0.19114, 0.22366], [3.26928, 1.08920, -0.39940], [2.09663, 0.30746, -1.75417], [-2.32180, 1.27034, 0.52511], [-1.09014, 2.16577, 1.46579], [1.38799, 1.46202, 0.96261], [-1.09969, 0.32495, -2.09458], [-0.47464, -1.38197, -2.01732], [-2.01619, -0.84257, -1.16452], [0.09129, -2.37029, 0.66103], [0.56486, -1.60178, 2.13755], [-1.21654, -1.49125, 1.54910]], "smiles": "C=CP(=C)(C)C", "e_lumo_ha": 0.0323, "multiplicity": 1, "orbital_gap_ev": 8.3}



R) {"formula": "C5H11P", "method": "wB97M-V/def2-TZVPD", "elements": ["C", "C", "C", "C", "C", "P", "H", "H", "H", "H", "H", "H", "H", "H", "H", "H", "H"], "positions_angstrom": [[1.75196, 0.68270, -0.66140], [2.59732, 1.21407, -1.56367], [2.13368, 0.43787, 0.79267], [-3.53128, -0.94047, 0.62704], [-0.86883, -0.58708, -0.06821], [0.31317, -0.08369, -1.45657], [3.65336, 1.47254, -1.31824], [2.36029, 1.63066, -2.52798], [3.05601, 1.03450, 1.00477], [2.29534, -0.55948, 0.85735], [1.29581, 0.81454, 1.30995], [-4.17408, -0.99289, -0.19371], [-3.33690, -1.89277, 1.14568], [-3.84348, -0.12851, 1.28271], [-2.20683, -0.42626, -0.07292], [-0.93029, -1.67537, 0.09990], [-0.56526, -0.00036, 0.74261]], "e_lumo_ha": [-0.0232, -0.0187], "multiplicity": 1, "orbital_gap_ev": [7.6, 7.0]}



P) is preferred energetically. Next in line: 19.8 kcal/mol higher.



P) {"formula": "C3H4BrNO2", "method": "wB97M-V/def2-TZVPD", "elements": ["C", "C", "C", "N", "O", "O", "Br", "H", "H", "H", "H"], "positions_angstrom": [[-1.90439, -0.09088, -0.09661], [-1.77989, 2.47480, -0.38485], [-0.91059, -1.30882, 0.25061], [-2.97712, 2.79574, -0.12819], [-3.15507, -0.54212, -0.36418], [-4.03378, 2.27345, -0.36315], [-0.48297, 4.04972, -0.52307], [-1.71538, 1.15435, -0.32751], [-0.67978, -1.61602, -0.86970], [-0.02310, -0.92988, 0.79453], [-1.28641, -2.31620, 0.65691]], "e_lumo_ha": [-0.0497, -0.0961], "multiplicity": 1, "orbital_gap_ev": [8.0, 6.6]}



Q) {"formula": "C3H4BrNO2", "method": "wB97M-V/def2-TZVPD", "elements": ["C", "C", "C", "N", "O", "O", "Br", "H", "H", "H", "H"], "positions_angstrom": [[0.34817, 0.31965, -0.66719], [-0.18049, 0.59607, 0.45664], [0.81234, -1.03421, -1.09013], [-0.74102, 1.48801, 1.29427], [0.02679, 2.41178, 1.49174], [-1.80261, 1.37532, 1.82810], [-1.15580, -2.13345, 1.77365], [0.31123, 1.05960, -1.45685], [0.25991, -1.75404, -0.43919], [0.31591, -1.06136, -2.04036], [1.80558, -1.26737, -1.15068]], "e_lumo_ha": [-0.1434, -0.1434], "multiplicity": 1, "orbital_gap_ev": [5.9, 5.9]}



P) is preferred energetically. Next in line: 1.3 kcal/mol higher.



P) {"formula": "C7H8O3", "method": "wB97M-V/def2-TZVPD", "elements": ["C", "C", "C", "C", "C", "C", "C", "O", "O", "O", "H", "H", "H", "H", "H", "H", "H", "H"], "positions_angstrom": [[-1.90194, 0.78234, 1.02027], [0.78421, -1.60282, 0.07891], [0.84907, 1.00245, -2.10749], [0.44004, 0.04385, -2.95014], [-0.82487, 0.33055, 0.07865], [0.36758, -0.30089, 0.69383], [1.01354, 0.26914, 1.70475], [1.64185, 1.30781, -1.27891], [-0.21046, -0.23951, -3.89294], [-0.94991, 0.47218, -1.12811], [-2.76375, 1.13781, 0.46171], [-2.18913, -0.03600, 1.67694], [-1.51500, 1.58771, 1.64157], [1.77282, -1.89176, 0.42259], [0.78889, -1.52136, -1.00717], [0.07210, -2.38286, 0.35055], [0.72566, 1.22120, 2.11468], [1.89930, -0.17984, 2.12031]], "smiles": "C=C(C)C(C)=O.O=C=C=O", "e_lumo_ha": -0.0124, "multiplicity": 1, "orbital_gap_ev": 7.6}



Q) {"formula": "C7H8O3", "method": "wB97M-V/def2-TZVPD", "elements": ["C", "C", "C", "C", "C", "C", "C", "O", "O", "O", "H", "H", "H", "H", "H", "H", "H", "H"], "positions_angstrom": [[1.34375, -2.32241, 1.65289], [-0.67345, -2.62682, 1.56176], [0.04301, 0.62691, 1.35266], [0.23696, -1.64745, 1.02947], [0.02339, -0.27007, 0.17416], [1.18644, -0.01386, -0.69805], [-1.27761, -0.37939, -0.59262], [2.48656, -2.24666, 1.94745], [-1.83348, -2.86024, 1.56324], [0.47832, -3.41220, 1.99929], [-0.81457, 0.52744, 1.99456], [1.02479, 0.78519, 1.77794], [1.21314, 0.99270, -1.05104], [1.25846, -0.62167, -1.55054], [2.15018, -0.25148, -0.25781], [-1.04287, -0.00468, -1.62654], [-2.10505, 0.27619, -0.22580], [-1.55727, -1.46394, -0.58827]], "e_lumo_ha": [-0.0769, -0.0468], "multiplicity": 1, "orbital_gap_ev": [7.4, 8.6]}



Q) is preferred energetically. Next in line: 5.0 kcal/mol higher.



P) {"formula": "C7H8O3", "method": "wB97M-V/def2-TZVPD", "elements": ["C", "C", "C", "C", "C", "C", "C", "O", "O", "O", "H", "H", "H", "H", "H", "H", "H", "H"], "positions_angstrom": [[-2.19522, -0.31373, 0.75834], [-2.64891, -1.58137, 0.80207], [-0.47123, -1.64350, 1.22735], [-0.77576, -0.34888, 1.01774], [1.40715, 0.72448, 0.20013], [0.92854, 0.34759, -1.16035], [0.02325, 0.87832, 0.89654], [2.13091, 1.95921, 0.27529], [-1.57926, -2.44826, 1.14170], [-0.41371, 1.99533, 1.18479], [-2.62012, 0.68088, 0.67547], [-3.68860, -2.02619, 0.62541], [0.46053, -1.93418, 1.71122], [1.91060, -0.00685, 0.89288], [0.12817, -0.51694, -1.08628], [1.73135, 0.00413, -1.74392], [0.57812, 1.32699, -1.58671], [1.67013, 2.70534, 0.62107]], "smiles": "C[C@@H](O)C(=O)c1ccoc1", "e_lumo_ha": 0.0177, "multiplicity": 1, "orbital_gap_ev": 10.0}



Q) {"formula": "C7H8O3", "method": "wB97M-V/def2-TZVPD", "elements": ["C", "C", "C", "C", "C", "C", "C", "O", "O", "O", "H", "H", "H", "H", "H", "H", "H", "H"], "positions_angstrom": [[0.13613, 2.72706, 0.78658], [0.52357, 1.69843, 0.29458], [-0.79724, -0.58736, -1.22920], [0.56700, -0.36777, -0.98680], [0.71297, -1.81325, 1.25023], [-1.83955, -0.29209, -0.41046], [1.21496, 0.53509, -0.15337], [0.03216, -2.70752, 0.80664], [-3.15864, -0.46405, -0.84920], [2.55954, 0.47790, -0.05545], [-0.10240, 3.69254, 1.09643], [-1.07071, -0.78877, -2.27034], [1.28352, -0.92110, -1.52733], [1.87376, -1.99724, 1.18552], [0.45895, -0.91319, 1.69411], [-1.74262, 0.15261, 0.54002], [-3.63253, 0.32746, -0.65208], [2.98112, 1.24126, 0.48013]], "smiles": "C#C/C(O)=C\\C=C\\O.C=O", "e_lumo_ha": 0.0100, "multiplicity": 1, "orbital_gap_ev": 8.2}



P) is preferred energetically. Next in line: 73.5 kcal/mol higher.